Arrangement A

{
  "formula": "C26H35N3O3",
  "method": "ωB97M-V/def2-TZVPD",
  "species": ["C", "H", "H", "H", "C", "H", "H", "C", "C", "C", "H", "H", "C", "N", "C", "O", "C", "C", "C", "C", "C", "C", "H", "H", "O", "C", "C", "C", "N", "C", "C", "H", "H", "H", "H", "C", "C", "N", "C", "C", "C", "C", "H", "H", "H", "H", "H", "H", "H", "H", "H", "H", "H", "H", "H", "C", "C", "H", "H", "H", "H", "H", "H", "H", "O", "H", "H"],
  "positions_angstrom": [[-7.78452, -2.99533, 1.03671], [-7.15184, -2.53172, 1.78951], [-7.91861, -4.04082, 1.30355], [-8.75555, -2.50854, 1.04200], [-7.16884, -2.88885, -0.35312], [-6.15222, -3.28267, -0.35507], [-7.76240, -3.48934, -1.04464], [-7.16722, -1.46017, -0.91336], [-6.45996, -0.42566, -0.01086], [-5.00893, -0.82017, 0.27196], [-4.96294, -1.76828, 0.80635], [-4.47535, -0.93426, -0.67474], [-4.30288, 0.24612, 1.11626], [-4.36737, 1.53080, 0.46470], [-3.33655, 2.14805, -0.16532], [-3.50795, 3.08677, -0.92385], [-1.96317, 1.65744, 0.15817], [-1.47312, 1.67391, 1.46248], [-0.17326, 1.30164, 1.72281], [0.67762, 0.90052, 0.68827], [0.19135, 0.89355, -0.61574], [-1.11287, 1.27946, -0.87022], [-1.47883, 1.28909, -1.88613], [0.81497, 0.59724, -1.44424], [1.92634, 0.53629, 1.07597], [2.91218, 0.20935, 0.11055], [4.04555, -0.50258, 0.84605], [5.17959, -0.81282, -0.12363], [5.67930, 0.41253, -0.72015], [4.63659, 1.06669, -1.48607], [3.48333, 1.45661, -0.56740], [2.71207, 1.97836, -1.13581], [3.85047, 2.12925, 0.20903], [4.25858, 0.41560, -2.29725], [5.05582, 1.96649, -1.94308], [6.87693, 0.17225, -1.50529], [8.03771, -0.20240, -0.62494], [8.82591, -1.17664, -1.05568], [9.86814, -1.51927, -0.31720], [10.17812, -0.91893, 0.89182], [9.34943, 0.09669, 1.34707], [8.26231, 0.46558, 0.57640], [7.58371, 1.24488, 0.88363], [9.55181, 0.59200, 2.28616], [11.03832, -1.23616, 1.46055], [10.47767, -2.31824, -0.71964], [6.74002, -0.61724, -2.26310], [7.13008, 1.10060, -2.02827], [4.82142, -1.51648, -0.89887], [6.00086, -1.29361, 0.41219], [3.67497, -1.42210, 1.30005], [4.40825, 0.15198, 1.63858], [2.49049, -0.47252, -0.64311], [0.21922, 1.31486, 2.72740], [-2.11148, 1.99781, 2.27168], [-5.72113, 1.97150, 0.20882], [-6.46840, 0.96289, -0.66244], [-7.49013, 1.32245, -0.79935], [-5.98267, 0.91255, -1.64037], [-5.66299, 2.94006, -0.29090], [-6.23560, 2.08912, 1.16947], [-3.26242, -0.03811, 1.27361], [-4.79764, 0.32543, 2.09222], [-7.01133, -0.36641, 0.93268], [-8.52287, -1.11930, -1.12560], [-8.56858, -0.27674, -1.58760], [-6.63952, -1.48108, -1.88364]],
  "mulliken_charge": [-1.1680, 0.2343, 0.4242, 0.2957, -0.7403, 0.3946, 0.4282, -0.3205, 0.7038, -0.7563, 0.4169, 0.2083, -0.8852, 0.1400, 0.3095, -0.6691, 0.1533, -0.1307, -0.5652, 0.8136, -0.1707, -1.2348, 0.4296, 0.4064, -0.4357, -0.0259, -0.7866, -0.7471, 0.2981, -0.8921, -0.6687, 0.5152, 0.2500, 0.3762, 0.4437, -0.8217, 0.3702, -0.5320, -0.1858, -0.4271, -0.4570, -0.3270, 0.4029, 0.4005, 0.3729, 0.3966, 0.2547, 0.4253, 0.2939, 0.4397, 0.3955, 0.2682, 0.2287, 0.4440, 0.4506, -1.2966, -0.8516, 0.4958, 0.2849, 0.5326, 0.3427, 0.5276, 0.2165, 0.1174, -0.5642, 0.3874, 0.3698],
  "gap_ev": 9.26,
  "multiplicity": 1,
  "homo_energy_ev": -8.53,
  "charge": 0,
  "smiles": "CC[C@@H](O)C1CCN(C(=O)c2ccc(OC3CCN(Cc4ccccn4)CC3)cc2)CC1"
}

***

Arrangement B

{
  "formula": "C26H35N3O3",
  "method": "ωB97M-V/def2-TZVPD",
  "species": ["C", "C", "C", "C", "C", "C", "C", "H", "H", "C", "N", "C", "O", "C", "C", "C", "C", "C", "C", "H", "H", "H", "H", "C", "N", "C", "C", "N", "C", "H", "C", "H", "C", "C", "H", "H", "H", "C", "H", "C", "H", "H", "H", "H", "H", "H", "C", "O", "C", "O", "H", "H", "H", "H", "H", "H", "H", "H", "H", "H", "H", "H", "H", "H", "H", "H", "H"],
  "positions_angstrom": [[1.48846, 5.02133, 2.06708], [1.84285, 3.57127, 1.95570], [2.57617, 2.92555, 2.94167], [2.89406, 1.58402, 2.82314], [2.48411, 0.85776, 1.71359], [1.74641, 1.50204, 0.72875], [1.43667, 2.84256, 0.84307], [0.87257, 3.33083, 0.06423], [1.41314, 0.94693, -0.13679], [2.76178, -0.62026, 1.62245], [1.73685, -1.36445, 2.33557], [0.70917, -1.97872, 1.71365], [0.67989, -2.14099, 0.50846], [-0.35403, -2.49847, 2.68507], [-1.05784, -1.35051, 3.44430], [-2.38412, -0.95194, 2.78631], [-2.24345, -1.08588, 1.27524], [-2.16717, -2.57335, 0.91166], [-1.38514, -3.36846, 1.96525], [-2.06748, -3.77300, 2.71523], [-0.87876, -4.20822, 1.48739], [-3.17753, -2.98421, 0.83199], [-1.67516, -2.68898, -0.05360], [-3.35526, -0.37282, 0.49451], [-3.02198, -0.31273, -0.91672], [-2.07299, 0.57486, -1.29395], [-1.15397, 0.69629, -2.34424], [-0.77550, -0.03341, -3.40473], [-1.16858, -1.41658, -3.56215], [-2.18132, -1.55493, -3.18054], [-0.16591, -2.33501, -2.86160], [-0.45875, -3.37733, -3.00020], [1.24063, -2.10369, -3.42166], [2.25279, -2.95077, -2.65663], [3.26573, -2.73635, -2.98949], [2.05615, -4.00967, -2.80853], [2.17914, -2.74065, -1.59215], [1.58832, -0.61554, -3.32187], [2.55696, -0.42222, -3.78468], [0.51832, 0.24754, -3.99675], [0.74365, 1.30670, -3.87313], [0.46252, 0.01564, -5.06505], [1.65491, -0.33520, -2.26840], [1.25410, -2.39425, -4.47976], [-0.15080, -2.12238, -1.79042], [-1.18009, -1.63472, -4.63609], [-0.70986, 2.01743, -1.86560], [0.09040, 2.84177, -2.25242], [-1.67222, 1.86067, -0.71007], [-1.95877, 2.47740, 0.29422], [-3.01112, -1.21480, -1.37525], [-4.31164, -0.89019, 0.60405], [-3.45825, 0.65231, 0.85387], [-1.30605, -0.59665, 0.98807], [-2.62731, 0.07652, 3.05559], [-3.19694, -1.59144, 3.13570], [-0.40756, -0.47305, 3.47128], [-1.24279, -1.65541, 4.47634], [0.18247, -3.12224, 3.41019], [1.67751, -1.19647, 3.32797], [2.73059, -0.95951, 0.58526], [3.73650, -0.86373, 2.05616], [3.47086, 1.09786, 3.59898], [2.90362, 3.47523, 3.81327], [1.99557, 5.59164, 1.28947], [0.41714, 5.15418, 1.92805], [1.77360, 5.42411, 3.03612]],
  "mulliken_charge": [-1.4224, 0.7188, -0.8036, -0.6757, 0.3222, 0.5471, -0.5797, 0.5141, 0.0238, -1.1995, -0.0545, -0.2863, -0.5368, 0.5561, -0.9396, -1.2646, 2.3270, -0.5234, -1.6464, 0.3714, 0.4897, 0.5648, -0.1550, -1.7745, -0.1701, 0.3719, 1.0298, -0.1850, -1.4339, 0.4822, 0.3901, 0.6491, 0.3266, -1.5822, 0.4142, 0.4355, 0.1497, 0.1898, 0.5720, -1.2026, 0.5373, 0.3773, -0.5052, 0.3867, -0.5504, 0.4658, -0.0615, -0.7072, 0.3426, -0.7314, 0.2647, 0.3457, 0.4914, -0.5639, 0.4776, 0.2614, 0.4205, 0.3459, 0.6838, 0.3834, 0.0867, 0.5033, 0.3967, 0.3295, 0.3237, 0.3085, 0.3771],
  "gap_ev": 8.37,
  "multiplicity": 1,
  "homo_energy_ev": -7.68,
  "charge": 0,
  "smiles": "Cc1ccc(CNC(=O)[C@H]2CC[C@H](CNc3c(N4CCC(C)CC4)c(=O)c3=O)CC2)cc1"
}

***

Short version: arrangement B, arrangement A, most stable first.

***

Arrangement A

{
  "formula": "CH3FINS",
  "method": "ωB97M-V/def2-TZVPD",
  "species": ["C", "N", "F", "S", "I", "H", "H", "H"],
  "positions_angstrom": [[-0.25622, 0.02106, -0.02675], [-1.64259, -0.33443, 0.05701], [-1.92354, -1.31904, 1.25248], [-2.54471, -0.71866, -1.16009], [-1.08639, -2.95088, -2.64861], [0.43452, -0.92319, 0.19248], [0.16737, 0.30671, -0.94310], [-0.16600, 0.75712, 0.77003]],
  "mulliken_charge": [-0.6979, 0.1419, -0.2695, 0.0570, -0.1662, 0.3163, 0.3340, 0.2845],
  "gap_ev": [6.78, 6.79],
  "multiplicity": 1,
  "homo_energy_ev": [-9.38, -9.38],
  "charge": 0
}

***

Arrangement B

{
  "formula": "CH3FINS",
  "method": "ωB97M-V/def2-TZVPD",
  "species": ["C", "N", "F", "S", "I", "H", "H", "H"],
  "positions_angstrom": [[-1.27570, 0.17107, -0.86991], [-1.01345, 0.04178, 0.43168], [-0.01990, -2.45719, 0.41138], [-0.34688, -0.97627, 1.30754], [2.98120, 1.19411, 0.07482], [-1.62964, 1.15601, -1.17916], [2.19341, 1.46512, 1.36169], [-0.88905, -0.59464, -1.53804]],
  "mulliken_charge": [-0.3202, -0.1489, -0.3515, 0.2760, -0.0752, 0.2625, 0.0780, 0.2793],
  "gap_ev": 9.20,
  "multiplicity": 1,
  "homo_energy_ev": -9.04,
  "charge": 0,
  "smiles": "C=NSF.I"
}

***

Short version: arrangement B, arrangement A, most stable first.

***

Arrangement A

{
  "formula": "C3H4ClNO2",
  "method": "ωB97M-V/def2-TZVPD",
  "species": ["C", "C", "C", "N", "O", "O", "Cl", "H", "H", "H", "H"],
  "positions_angstrom": [[0.03321, 0.42643, -0.27523], [-1.38483, -0.19666, 0.13493], [1.27574, 0.48592, 0.57325], [-1.42762, -1.43795, 0.18693], [-0.23749, 1.76002, -0.74668], [1.89087, 1.50874, 0.69355], [-2.69638, 0.88851, 0.33438], [0.47482, -0.01050, -1.13963], [1.79311, -0.49173, 0.81817], [-2.22402, -1.78546, 0.69874], [0.51778, 2.32525, -0.47989]],
  "mulliken_charge": [0.1523, 0.3234, 0.0555, -0.5420, -0.5729, -0.4888, -0.1321, 0.2478, 0.3262, 0.2815, 0.3492],
  "gap_ev": 10.98,
  "multiplicity": 1,
  "homo_energy_ev": -10.48,
  "charge": 0,
  "smiles": "[H]/N=C(\\Cl)[C@@H](O)C=O"
}

***

Arrangement B

{
  "formula": "C3H4ClNO2",
  "method": "ωB97M-V/def2-TZVPD",
  "species": ["C", "C", "C", "N", "O", "O", "Cl", "H", "H", "H", "H"],
  "positions_angstrom": [[-0.46022, 1.25818, 0.00490], [0.98403, 0.62554, -0.07486], [0.30283, -0.74010, -0.35162], [-0.89556, 0.03970, -0.22572], [-0.86952, 2.35302, 0.18376], [0.48290, -1.75786, 0.53780], [-3.14193, -0.81220, -0.11509], [1.56570, 1.04265, -0.88816], [1.47797, 0.67882, 0.89041], [0.46955, -1.15037, -1.35204], [0.08426, -1.53737, 1.39061]],
  "mulliken_charge": [0.4409, -0.4114, 0.0114, -0.0534, -0.5219, -0.4861, -0.1384, 0.2636, 0.2231, 0.3410, 0.3312],
  "gap_ev": 7.55,
  "multiplicity": 1,
  "homo_energy_ev": -10.55,
  "charge": 0
}

***

Arrangement C

{
  "formula": "C3H4ClNO2",
  "method": "ωB97M-V/def2-TZVPD",
  "species": ["C", "C", "C", "N", "O", "O", "Cl", "H", "H", "H", "H"],
  "positions_angstrom": [[-2.29659, 0.79930, 0.12619], [0.29570, 0.12806, 0.24446], [-1.01324, -0.43868, -0.23694], [-1.43918, -1.55826, 0.50212], [-2.00340, 1.84361, 0.57844], [-2.35723, -2.21847, 0.03879], [-3.82394, 0.20761, -0.28441], [0.37528, -0.00694, 1.31897], [0.36028, 1.18824, 0.01403], [1.12404, -0.38707, -0.23674], [-1.13353, -0.50841, -1.32342]],
  "mulliken_charge": [0.3974, -1.1101, 0.1975, -0.1348, -0.3813, -0.3074, -0.0866, 0.3351, 0.3322, 0.3287, 0.4293],
  "gap_ev": [8.74, 8.74],
  "multiplicity": 1,
  "homo_energy_ev": [-9.40, -9.40],
  "charge": 0,
  "smiles": "C[C@@H](N=O)C(=O)Cl"
}

***

Short version: arrangement A, arrangement C, arrangement B, most stable first.

***

Arrangement A

{
  "formula": "C2H2N2OS",
  "method": "ωB97M-V/def2-TZVPD",
  "species": ["C", "C", "N", "N", "O", "S", "H", "H"],
  "positions_angstrom": [[1.00348, 0.48681, 0.05291], [0.33390, -0.71524, -0.04387], [0.21941, 1.56638, 0.08842], [-0.95631, 1.54069, 0.09822], [-2.22972, -1.53901, 0.26141], [-1.36208, -0.45722, -0.30296], [2.11574, 0.70925, -0.00298], [0.87558, -1.59166, -0.15115]],
  "mulliken_charge": [-0.0897, -0.3033, -0.0181, -0.2075, -0.5372, 0.4109, 0.3568, 0.3881],
  "gap_ev": 7.61,
  "multiplicity": 1,
  "homo_energy_ev": -8.79,
  "charge": 0
}

***

Arrangement B

{
  "formula": "C2H2N2OS",
  "method": "ωB97M-V/def2-TZVPD",
  "species": ["C", "C", "H", "H", "N", "N", "O", "S"],
  "positions_angstrom": [[-0.15102, 0.48266, 0.29189], [0.69325, -1.22286, -0.70568], [-2.23292, 1.97921, 0.12730], [0.87083, -1.92605, -1.42544], [-0.35630, -0.15450, -0.77872], [1.23296, -1.10048, 0.46860], [0.84861, 0.05665, 1.13699], [-0.90541, 1.88537, 0.88506]],
  "mulliken_charge": [0.5736, -0.0501, 0.1889, 0.4296, -0.4363, -0.2619, -0.1439, -0.3000],
  "gap_ev": 9.97,
  "multiplicity": 1,
  "homo_energy_ev": -9.69,
  "charge": 0,
  "smiles": "Sc1ncno1"
}

***

Short version: arrangement B, arrangement A, most stable first.

***

Arrangement A

{
  "formula": "C2H2N2OS",
  "method": "ωB97M-V/def2-TZVPD",
  "species": ["C", "C", "H", "H", "N", "N", "O", "S"],
  "positions_angstrom": [[0.10430, 0.12081, 0.20270], [-0.18051, -0.35488, -1.78223], [-0.63069, -1.97599, 1.53480], [-0.02112, -0.95103, -2.85503], [0.30659, -0.85629, -0.71636], [-0.30319, 1.15047, -0.34017], [-0.45477, 0.91533, -1.66450], [0.29521, -0.31566, 1.96932]],
  "mulliken_charge": [0.4371, 0.1773, 0.1752, 0.2971, -0.4540, -0.2995, -0.0920, -0.2411],
  "gap_ev": 8.64,
  "multiplicity": 1,
  "homo_energy_ev": -9.88,
  "charge": 0
}

***

Arrangement B

{
  "formula": "C2H2N2OS",
  "method": "ωB97M-V/def2-TZVPD",
  "species": ["C", "C", "H", "H", "N", "N", "O", "S"],
  "positions_angstrom": [[0.64018, -1.14532, 0.02745], [-0.61405, 1.23545, -0.04884], [1.39880, -1.91839, -0.19210], [-1.03795, 2.15085, -0.42090], [-0.59309, -1.39398, -0.14673], [0.65678, 1.20818, -0.00607], [1.21156, -0.00828, 0.49047], [-1.66222, -0.12851, 0.29673]],
  "mulliken_charge": [0.1784, -0.0556, 0.3355, 0.3954, -0.3483, -0.2889, -0.2112, -0.0054],
  "gap_ev": 9.50,
  "multiplicity": 1,
  "homo_energy_ev": -9.10,
  "charge": 0,
  "smiles": "C1=NOC=NS1"
}

***

Short version: arrangement B, arrangement A, most stable first.